Density functional theory data (the ωB97M-V functional and the def2-TZVPD basis) for a molecular structure, C33H25BrN7O3PS2Se2Tc in a non-equilibrium geometry.

gap between HOMO and LUMO (spin up / spin down): 4.27 / 4.00 eV
total charge: +2
relative energy (zero: lowest compared OMol25 entry of this formula, charge and spin): 86.4 kJ/mol
HOMO (spin up / spin down): -12.01 / -12.00 eV
2S+1: 2

Geometry (Å):
Tc 0.63 -0.23 1.09
Br 2.02 5.03 -5.39
Se -1.17 -1.97 1.19
Se -3.63 0.56 0.56
S -1.32 3.90 2.41
S -0.79 0.86 -3.20
P -3.31 -1.34 1.52
O 1.20 -0.38 2.69
O 1.61 -1.73 0.15
O 1.34 -0.24 3.91
N 5.78 -0.10 -2.88
N 0.06 -1.48 -2.19
N -0.42 1.63 1.60
N 2.33 0.81 0.36
N -0.16 0.37 -0.75
N -0.50 1.86 3.95
N 5.98 0.97 -3.45
C -3.69 -1.31 3.30
C -0.73 2.37 0.47
C -4.52 -5.09 0.55
C -3.31 -2.40 4.07
C 4.59 1.81 -0.93
C 3.30 3.73 -4.90
C 2.66 2.09 0.46
C -0.24 -0.20 -1.94
C 4.64 4.09 -4.74
C -5.64 -3.61 -0.98
C -1.22 3.61 0.71
C 3.77 1.49 -4.22
C -5.38 -4.89 -0.53
C 4.23 0.47 -1.10
C -4.40 -0.25 3.88
C 2.73 -1.39 -0.42
C 4.65 -1.86 -1.80
C -4.72 -0.32 5.22
C -0.95 2.13 -2.03
C -0.67 2.30 2.71
C 2.88 2.42 -4.68
C -4.38 -1.43 5.97
C -4.20 -2.72 0.71
C 5.55 3.15 -4.31
C 4.93 -0.48 -1.94
C -3.68 -2.48 5.39
C 3.79 2.62 -0.14
C 3.11 -0.01 -0.38
C 3.56 -2.30 -1.10
C -0.60 1.69 -0.80
C 5.12 1.86 -3.98
C -5.06 -2.51 -0.36
C -3.92 -4.01 1.15
H 0.08 1.04 4.17
H -6.29 -3.47 -1.83
H -0.71 2.48 4.71
H 2.01 2.71 1.07
H -1.53 4.36 0.01
H -4.32 -6.09 0.90
H -5.83 -5.74 -1.02
H -1.32 3.09 -2.31
H 5.49 2.19 -1.37
H -4.66 -1.49 7.01
H 0.41 -2.08 -1.46
H -3.21 -4.17 1.95
H 1.85 2.15 -4.86
H 4.95 5.10 -4.95
H -4.69 0.60 3.29
H -5.24 0.50 5.69
H 4.03 3.66 0.00
H 3.32 -3.35 -1.05
H 3.47 0.47 -4.06
H 5.27 -2.56 -2.35
H -5.29 -1.52 -0.71
H -2.70 -3.18 3.63
H -3.43 -3.35 5.97
H 6.59 3.41 -4.17
H -0.08 -1.86 -3.11